No. 1
A 2-piece molecular cluster, C3H9NS overall, computed with ωB97M-V/def2-TZVPD.

Last column: natural (NBO) charge in e.
CARTESIAN COORDINATES (ANGSTROEM)
C 0.66 -1.04 1.76  -0.43
N 0.68 -0.81 0.24  -0.62
C -0.23 0.16 -0.21  -0.22
C -0.52 0.31 -1.67  -0.53
S -1.96 1.34 -1.92  0.04
H 1.05 -0.20 2.34  0.17
H -0.33 -1.18 2.31  0.21
H 1.36 -1.87 2.00  0.21
H 1.66 -0.58 -0.03  0.35
H -0.03 1.10 0.15  0.16
H -1.21 -0.15 0.24  0.19
H -0.72 -0.56 -2.09  0.22
H 0.29 0.77 -2.16  0.20
H -0.70 2.71 -0.95  0.06

Results
Total energy in hartree: -572.49169
Net charge: 0
F_max in eV/A: 5.0
Energy above the lowest of the compared OMol25 structures with the same formula, charge and spin in kcal/mol: 93.1
Frontier orbital gap in eV: 7.66

---

No. 2
A 2-piece molecular cluster, C3H9NS overall, computed with ωB97M-V/def2-TZVPD.

Last column: natural (NBO) charge in e.
CARTESIAN COORDINATES (ANGSTROEM)
C 2.92 0.09 0.07  -0.42
N 1.64 -0.66 0.22  -0.62
C 0.52 0.24 -0.01  -0.24
C -0.75 -0.57 0.00  -0.54
S -2.28 0.40 -0.13  -0.01
H 3.71 -0.63 0.26  0.20
H 2.94 0.87 0.83  0.20
H 3.03 0.48 -0.96  0.17
H 1.58 -1.46 -0.43  0.35
H 0.39 0.95 0.82  0.19
H 0.70 0.73 -0.97  0.18
H -0.69 -1.29 -0.83  0.21
H -0.89 -1.21 0.88  0.22
H -1.68 1.03 1.49  0.11

Results
Total energy in hartree: -572.55467
Net charge: 0
F_max in eV/A: 4.6
Energy above the lowest of the compared OMol25 structures with the same formula, charge and spin in kcal/mol: 53.6
Frontier orbital gap in eV: 8.72

---

No. 3
One molecule with the formula C3H9NS, computed with ωB97M-V/def2-TZVPD.

Last column: natural (NBO) charge in e.
CARTESIAN COORDINATES (ANGSTROEM)
C 0.06 0.33 -0.98  -0.22
C -0.41 -0.37 0.29  -0.42
C 0.02 0.24 1.63  -0.50
S 1.74 0.87 1.68  -0.05
N -0.43 -0.36 -2.16  -0.85
H 1.14 0.37 -0.97  0.19
H -0.28 1.38 -0.95  0.18
H -1.51 -0.42 0.28  0.20
H -0.06 -1.42 0.25  0.20
H -0.06 -0.52 2.40  0.22
H -0.59 1.11 1.87  0.22
H 2.32 -0.30 1.39  0.11
H -0.94 0.25 -2.79  0.36
H -1.00 -1.16 -1.94  0.35

Results
Total energy in hartree: -572.62938
Net charge: 0
F_max in eV/A: 0.5
Energy above the lowest of the compared OMol25 structures with the same formula, charge and spin in kcal/mol: 6.7
Frontier orbital gap in eV: 9.78

---

No. 4
One molecule with the formula C3H9NS, computed with ωB97M-V/def2-TZVPD.

Last column: natural (NBO) charge in e.
CARTESIAN COORDINATES (ANGSTROEM)
C 0.14 -1.59 -0.43  -0.61
C -0.48 -0.20 -0.20  -0.07
C 0.35 0.44 0.91  -0.50
S -0.39 1.99 1.57  -0.07
N -0.45 0.51 -1.44  -0.86
H 0.36 -2.18 0.45  0.20
H -0.54 -2.12 -1.09  0.21
H 1.02 -1.45 -1.07  0.21
H -1.49 -0.36 0.16  0.19
H 1.31 0.73 0.48  0.21
H 0.42 -0.25 1.73  0.21
H 0.71 2.39 2.19  0.12
H -1.31 0.96 -1.72  0.38
H 0.34 1.12 -1.55  0.37

Results
Total energy in hartree: -572.62986
Net charge: 0
F_max in eV/A: 1.4
Energy above the lowest of the compared OMol25 structures with the same formula, charge and spin in kcal/mol: 6.4
Frontier orbital gap in eV: 10.00